DFT (ωB97M-V/def2-TZVPD) results for a cluster of 2 separate species, C29H27N4O4S2 in total at a distorted geometry.

The relative energy (zero: lowest compared OMol25 entry of this formula, charge and spin) comes out at 187.0 kJ/mol. The value obtained for the HOMO energy is -4.2 eV. Its lowest unoccupied orbital energy is 2.28 eV. Its largest force on an atom is 0.04696 Eh/bohr. The calculation puts the HOMO-LUMO gap at 0.240 Ha. The molar mass comes out at 559.7 g/mol.

The geometry in ORCA input format:
```
! RIJCOSX wB97M-V def2-TZVPD def2/J DEFGRID3
* xyz -1 1
C 3.527 1.081 5.172
N 2.115 1.347 5.042
C 1.341 1.250 6.264
C 1.515 1.376 3.806
C 1.924 0.508 2.769
C 1.224 0.505 1.576
C 0.125 1.366 1.370
C -0.696 1.331 0.170
C -2.059 1.188 0.188
C -2.839 1.498 -1.032
O -2.493 2.341 -1.854
N -3.977 0.689 -1.217
C -4.628 0.885 -2.498
C -4.039 -0.595 -0.680
S -4.572 -1.941 -1.516
N -3.620 -0.670 0.631
C -3.850 -1.954 1.307
C -2.676 0.248 1.181
O -2.302 0.125 2.348
C -0.179 2.319 2.362
C 0.440 2.278 3.584
H 4.064 1.550 4.339
H 3.884 1.503 6.119
H 3.739 0.001 5.165
H 0.317 1.606 6.099
H 1.294 0.197 6.608
H 1.826 1.846 7.050
H 2.734 -0.203 2.943
H 1.507 -0.187 0.783
H -0.269 1.652 -0.783
H -5.549 0.303 -2.463
H -4.808 1.955 -2.636
H -3.981 0.488 -3.293
H -3.699 -1.829 2.381
H -4.879 -2.237 1.057
H -3.171 -2.713 0.893
H -0.949 3.052 2.105
H 0.118 2.967 4.364
C -2.463 -4.026 -3.985
C -1.787 -3.152 -4.848
C -0.943 -2.152 -4.345
C -0.682 -2.112 -2.970
S -0.208 -0.566 -2.156
C 1.294 -0.496 -1.317
C 2.528 0.160 -1.683
C 3.745 -0.586 -1.804
C 4.976 0.041 -1.918
C 5.052 1.445 -1.904
C 6.331 2.106 -1.930
N 7.371 2.649 -1.914
C 3.869 2.196 -1.865
C 2.634 1.573 -1.819
O -0.361 0.549 -3.069
O -1.202 -0.784 -1.089
C -1.307 -3.032 -2.112
C -2.245 -3.919 -2.611
H -3.176 -4.766 -4.358
H -1.957 -3.226 -5.923
H -0.510 -1.388 -4.987
H 1.346 -1.400 -0.705
H 3.696 -1.678 -1.786
H 5.900 -0.546 -1.994
H 3.926 3.285 -1.859
H 1.723 2.165 -1.830
H -1.176 -2.999 -1.038
H -2.837 -4.469 -1.881
*
```

Need the natural (NBO) charges? In units of e they are:
1 C -0.398
2 N -0.453
3 C -0.392
4 C 0.190
5 C -0.273
6 C -0.172
7 C -0.058
8 C 0.043
9 C -0.290
10 C 0.694
11 O -0.574
12 N -0.489
13 C -0.412
14 C 0.343
15 S -0.184
16 N -0.477
17 C -0.411
18 C 0.694
19 O -0.592
20 C -0.151
21 C -0.272
22 H 0.213
23 H 0.191
24 H 0.168
25 H 0.215
26 H 0.171
27 H 0.183
28 H 0.208
29 H 0.244
30 H 0.241
31 H 0.217
32 H 0.219
33 H 0.218
34 H 0.231
35 H 0.219
36 H 0.209
37 H 0.213
38 H 0.207
39 C -0.220
40 C -0.227
41 C -0.232
42 C -0.210
43 S 2.130
44 C -0.866
45 C 0.005
46 C -0.235
47 C -0.161
48 C -0.258
49 C 0.309
50 N -0.385
51 C -0.162
52 C -0.174
53 O -0.961
54 O -1.044
55 C -0.190
56 C -0.214
57 H 0.206
58 H 0.205
59 H 0.233
60 H 0.216
61 H 0.210
62 H 0.213
63 H 0.215
64 H 0.215
65 H 0.235
66 H 0.213

DFT (ωB97M-V/def2-TZVPD) results for a structure of composition C29H28AsN4O3RuS at a distorted geometry.

The value obtained for the HOMO energy (alpha / beta) is -7.4 / -7.4 eV. Its lowest unoccupied orbital energy (alpha / beta) is -1.98 / -1.39 eV. Its largest force on an atom is 0.07788 Eh/bohr. The calculation puts the HOMO-LUMO gap (alpha / beta) at 0.199 / 0.221 Ha. The molar mass comes out at 688.6 g/mol.

The geometry in ORCA input format:
```
! RIJCOSX wB97M-V def2-TZVPD def2/J DEFGRID3
* xyz 0 2
Ru -0.935 -1.160 1.023
N -3.696 -2.996 3.307
C -2.787 -2.891 2.322
S -1.096 -2.838 2.814
N -3.189 -2.973 1.091
N -2.288 -2.769 0.124
C -2.528 -3.236 -1.061
C -1.609 -3.214 -2.141
C -1.943 -3.910 -3.316
C -1.052 -4.049 -4.346
C 0.220 -3.466 -4.242
C 0.577 -2.759 -3.130
C -0.318 -2.587 -2.034
O 0.053 -1.892 -1.037
H -3.389 -2.808 4.247
H -4.643 -2.750 3.066
H -3.471 -3.763 -1.226
H -2.926 -4.357 -3.371
H -1.321 -4.608 -5.229
H 0.917 -3.574 -5.060
H 1.550 -2.303 -3.040
N 0.714 0.226 4.025
C -0.216 1.275 4.382
C -1.702 0.939 4.149
C -1.948 0.593 2.682
O -2.824 -0.247 2.382
O -1.223 1.143 1.815
H 0.516 -0.634 4.528
H 0.694 0.028 3.021
H 0.041 2.167 3.805
H -0.067 1.489 5.445
H -2.326 1.789 4.423
H -1.996 0.080 4.756
C 4.017 -0.714 -3.128
C 4.114 -1.168 -1.821
C 3.177 -0.773 -0.885
C 2.154 0.103 -1.235
C 2.051 0.535 -2.550
C 2.979 0.127 -3.492
As 0.808 0.526 0.120
C -0.506 1.465 -0.954
C -1.747 0.883 -1.175
C -2.724 1.544 -1.895
C -2.471 2.809 -2.397
C -1.242 3.408 -2.174
C -0.262 2.739 -1.460
C 1.668 2.020 1.048
C 3.011 1.924 1.403
C 3.619 2.931 2.130
C 2.887 4.035 2.531
C 1.548 4.132 2.195
C 0.938 3.129 1.465
H 4.740 -1.027 -3.865
H 4.908 -1.843 -1.538
H 3.208 -1.167 0.129
H 1.231 1.179 -2.848
H 2.883 0.452 -4.518
H -1.968 -0.113 -0.762
H -3.682 1.068 -2.044
H -3.233 3.326 -2.961
H -1.053 4.406 -2.545
H 0.699 3.217 -1.285
H 3.577 1.048 1.103
H 4.665 2.852 2.391
H 3.357 4.818 3.107
H 0.976 4.992 2.510
H -0.116 3.192 1.227
*
```

Need the natural (NBO) charges? In units of e they are:
1 Ru 0.834
2 N -0.786
3 C 0.293
4 S -0.085
5 N -0.387
6 N -0.266
7 C 0.112
8 C -0.180
9 C -0.153
10 C -0.283
11 C -0.163
12 C -0.289
13 C 0.408
14 O -0.704
15 H 0.402
16 H 0.406
17 H 0.205
18 H 0.204
19 H 0.212
20 H 0.211
21 H 0.221
22 N -0.831
23 C -0.211
24 C -0.532
25 C 0.791
26 O -0.679
27 O -0.741
28 H 0.358
29 H 0.351
30 H 0.204
31 H 0.190
32 H 0.231
33 H 0.217
34 C -0.203
35 C -0.229
36 C -0.150
37 C -0.334
38 C -0.208
39 C -0.207
40 As 1.158
41 C -0.345
42 C -0.175
43 C -0.195
44 C -0.196
45 C -0.234
46 C -0.157
47 C -0.360
48 C -0.137
49 C -0.228
50 C -0.194
51 C -0.208
52 C -0.210
53 H 0.217
54 H 0.219
55 H 0.208
56 H 0.228
57 H 0.219
58 H 0.195
59 H 0.221
60 H 0.217
61 H 0.217
62 H 0.216
63 H 0.207
64 H 0.216
65 H 0.215
66 H 0.215
67 H 0.242

DFT (ωB97M-V/def2-TZVPD) results for a structure of composition C29H28BrCl3N8O4S2Zr.

The relative energy (zero: lowest compared OMol25 entry of this formula, charge and spin) comes out at 0.0 kJ/mol. The value obtained for the HOMO energy is -7.5 eV. Its lowest unoccupied orbital energy is -1.11 eV. Its largest force on an atom is 0.01491 Eh/bohr. The calculation puts the HOMO-LUMO gap at 0.235 Ha. The molar mass comes out at 894.2 g/mol.

The geometry in ORCA input format:
```
! RIJCOSX wB97M-V def2-TZVPD def2/J DEFGRID3
* xyz 0 1
Zr -0.535 0.397 -0.132
S -2.731 -0.181 -1.545
C -2.314 -1.854 -1.630
S -0.776 -2.171 -0.936
C -3.119 -2.813 -2.187
C -4.390 -2.476 -2.749
N -5.415 -2.202 -3.195
C -2.713 -4.184 -2.199
N -2.383 -5.288 -2.210
Br -4.051 7.217 -0.327
C -3.576 5.428 0.058
C -2.996 5.127 1.277
C -2.648 3.812 1.550
C -2.879 2.825 0.606
C -3.448 3.135 -0.620
C -3.809 4.442 -0.892
N -2.492 1.477 0.905
C -3.058 0.912 1.882
C -2.595 -0.409 2.340
C -3.298 -1.108 3.304
C -2.807 -2.336 3.722
C -1.629 -2.801 3.169
C -0.993 -2.040 2.201
N -1.461 -0.864 1.788
H -2.807 5.905 2.002
H -2.159 3.555 2.482
H -3.617 2.358 -1.353
H -4.268 4.695 -1.838
H -3.879 1.392 2.417
H -4.213 -0.695 3.705
H -3.338 -2.916 4.465
H -1.207 -3.752 3.461
H -0.088 -2.385 1.721
Cl 0.793 4.977 0.996
C 1.465 3.573 1.836
Cl 1.003 3.620 3.543
Cl 3.228 3.558 1.692
C 0.889 2.319 1.134
O -0.079 1.716 1.684
O 1.367 1.958 0.057
C 3.041 -3.284 -0.650
C 3.794 -1.989 -0.369
N 3.528 -1.420 0.957
C 4.595 -1.525 1.950
C 4.693 -2.903 2.590
C 2.339 -0.850 1.222
C 2.098 -0.310 2.601
N 1.384 -0.790 0.341
H 3.319 -3.655 -1.636
H 1.960 -3.136 -0.661
H 3.280 -4.048 0.089
H 3.551 -1.248 -1.132
H 4.869 -2.159 -0.423
H 4.459 -0.761 2.711
H 5.531 -1.283 1.442
H 3.759 -3.169 3.087
H 5.493 -2.919 3.330
H 4.908 -3.668 1.845
H 2.677 0.603 2.757
H 2.392 -1.029 3.366
H 1.048 -0.067 2.724
H 1.648 -1.177 -0.567
C 1.504 -0.717 -5.490
N 0.913 0.100 -4.435
C 0.198 1.211 -4.762
C -0.380 2.013 -3.845
C -0.252 1.588 -2.492
O -0.823 2.140 -1.490
N 0.449 0.493 -2.184
C 1.110 -0.268 -3.099
O 1.825 -1.209 -2.796
H 2.265 -0.153 -6.027
H 0.728 -1.042 -6.182
H 1.959 -1.584 -5.024
H 0.121 1.407 -5.824
H -0.956 2.884 -4.111
*
```

Need the Löwdin charges? In units of e they are:
1 Zr 1.584
2 S 0.649
3 C -1.082
4 S 0.652
5 C -0.381
6 C -0.258
7 N 0.143
8 C -0.258
9 N 0.142
10 Br 0.740
11 C -0.690
12 C -0.127
13 C -0.035
14 C -0.268
15 C -0.023
16 C -0.103
17 N -0.033
18 C -0.060
19 C -0.229
20 C 0.005
21 C -0.031
22 C -0.020
23 C -0.150
24 N 0.012
25 H 0.105
26 H 0.112
27 H 0.076
28 H 0.106
29 H 0.151
30 H 0.121
31 H 0.117
32 H 0.116
33 H 0.079
34 Cl 0.655
35 C -1.504
36 Cl 0.622
37 Cl 0.630
38 C -0.835
39 O -0.174
40 O -0.054
41 C -0.061
42 C -0.188
43 N -0.064
44 C -0.210
45 C -0.066
46 C -0.379
47 C 0.007
48 N -0.022
49 H 0.087
50 H 0.036
51 H 0.070
52 H 0.108
53 H 0.121
54 H 0.104
55 H 0.121
56 H 0.075
57 H 0.078
58 H 0.069
59 H 0.085
60 H 0.090
61 H 0.061
62 H -0.004
63 C -0.005
64 N -0.035
65 C -0.032
66 C 0.036
67 C -0.529
68 O -0.175
69 N 0.033
70 C -0.482
71 O 0.031
72 H 0.096
73 H 0.098
74 H 0.087
75 H 0.137
76 H 0.119

DFT (ωB97M-V/def2-TZVPD) results for a structure of composition C29H28CdN8OS.

The relative energy (zero: lowest compared OMol25 entry of this formula, charge and spin) comes out at 0.0 kJ/mol. The value obtained for the HOMO energy is -6.3 eV. Its lowest unoccupied orbital energy is 0.44 eV. Its largest force on an atom is 0.01800 Eh/bohr. The calculation puts the HOMO-LUMO gap at 0.249 Ha. The molar mass comes out at 649.1 g/mol.

The geometry in ORCA input format:
```
! RIJCOSX wB97M-V def2-TZVPD def2/J DEFGRID3
* xyz 0 1
Cd 0.508 -0.517 0.468
C 1.811 -2.364 -4.527
C 0.527 -1.836 -4.459
C -0.152 -1.777 -3.252
C 0.433 -2.255 -2.074
C 1.721 -2.789 -2.157
C 2.404 -2.838 -3.364
N -0.157 -2.117 -0.807
C -1.475 -2.453 -0.595
C -2.235 -3.248 -1.482
C -3.555 -3.569 -1.223
C -4.191 -3.120 -0.071
C -3.464 -2.359 0.830
C -2.137 -2.037 0.592
N -1.405 -1.252 1.578
N -2.174 -0.082 1.958
C -1.430 0.992 2.144
C -2.110 2.194 2.571
C -1.414 3.332 2.807
C -0.003 3.359 2.633
C 0.588 2.211 2.201
N -0.068 1.058 1.942
H 2.339 -2.403 -5.471
H 0.053 -1.454 -5.356
H -1.147 -1.350 -3.214
H 2.181 -3.148 -1.243
H 3.404 -3.253 -3.397
H -1.760 -3.614 -2.382
H -4.098 -4.182 -1.934
H -5.230 -3.359 0.122
H -3.928 -1.975 1.730
H -3.183 2.131 2.693
H -1.936 4.224 3.135
H 0.581 4.245 2.835
H 1.661 2.177 2.030
C 4.909 2.351 -0.617
N 3.556 2.870 -0.703
C 3.200 4.202 -0.659
C 1.869 4.264 -0.758
N 1.391 2.958 -0.881
C 2.459 2.078 -0.841
S 2.586 0.404 -0.946
C -0.002 2.665 -1.029
C -0.934 3.699 -1.042
C -2.271 3.370 -1.158
C -2.644 2.041 -1.266
C -1.642 1.093 -1.242
N -0.345 1.400 -1.123
H 5.588 3.191 -0.497
H 5.157 1.794 -1.518
H 4.995 1.674 0.232
H 3.925 4.989 -0.554
H 1.232 5.124 -0.745
H -0.646 4.733 -0.946
H -3.017 4.155 -1.153
H -3.680 1.742 -1.340
H -1.876 0.035 -1.295
N 1.861 -2.408 4.077
C 1.373 -2.320 2.821
O 1.986 -1.686 1.961
C 0.054 -3.013 2.577
C -1.129 -2.045 2.788
H 2.675 -1.864 4.309
H 1.349 -2.860 4.811
H -0.045 -3.857 3.261
H 0.037 -3.387 1.553
H -0.917 -1.347 3.597
H -2.016 -2.619 3.066
*
```

Need the natural (NBO) charges? In units of e they are:
1 Cd 1.670
2 C -0.257
3 C -0.218
4 C -0.216
5 C 0.151
6 C -0.258
7 C -0.189
8 N -0.898
9 C 0.250
10 C -0.313
11 C -0.188
12 C -0.286
13 C -0.195
14 C 0.020
15 N -0.434
16 N -0.465
17 C 0.338
18 C -0.225
19 C -0.190
20 C -0.380
21 C 0.055
22 N -0.751
23 H 0.206
24 H 0.205
25 H 0.202
26 H 0.215
27 H 0.205
28 H 0.218
29 H 0.206
30 H 0.207
31 H 0.225
32 H 0.215
33 H 0.207
34 H 0.213
35 H 0.184
36 C -0.403
37 N -0.361
38 C -0.052
39 C -0.070
40 N -0.380
41 C 0.276
42 S -0.274
43 C 0.388
44 C -0.269
45 C -0.157
46 C -0.196
47 C 0.044
48 N -0.485
49 H 0.208
50 H 0.230
51 H 0.232
52 H 0.232
53 H 0.234
54 H 0.216
55 H 0.222
56 H 0.225
57 H 0.224
58 N -0.802
59 C 0.702
60 O -0.688
61 C -0.524
62 C -0.202
63 H 0.407
64 H 0.399
65 H 0.218
66 H 0.267
67 H 0.212
68 H 0.200

Q: Which of these has the highest molar mass?
A: C29H28BrCl3N8O4S2Zr